1.
Formula: C46H106N4O9
Source: the Open Molecules 2025 dataset
Level of theory: ωB97M-V with the def2-TZVPD basis set

Results
Net charge: -1
Frontier orbital gap (spin up / spin down): 1.857 / 7.787 eV
Lowest unoccupied orbital energy (spin up / spin down): 2.10 / 2.05 eV
Spin multiplicity: 2

Cartesian coordinates (Å):
C1 14.302 21.744 -11.938
C2 14.440 23.257 -11.883
O1 15.538 23.750 -12.585
H1 13.599 21.330 -11.216
H2 15.266 21.272 -11.748
H3 13.927 21.552 -12.943
H4 14.599 23.718 -10.908
H5 13.527 23.779 -12.171
H6 15.218 24.273 -13.323
C3 17.820 22.828 -15.565
C4 16.391 22.409 -15.997
O2 16.032 23.283 -16.995
H7 17.950 23.906 -15.471
H8 18.531 22.472 -16.310
H9 18.026 22.260 -14.659
H10 15.623 22.383 -15.224
H11 16.482 21.388 -16.367
H12 16.797 23.510 -17.528
C5 18.853 15.227 -12.818
C6 18.008 15.810 -13.927
O3 17.021 14.864 -14.223
H13 19.808 15.729 -12.660
H14 19.208 14.257 -13.165
H15 18.307 15.056 -11.890
H16 18.641 16.109 -14.762
H17 17.525 16.743 -13.637
H18 17.363 14.414 -14.999
C7 22.654 17.920 -15.059
C8 21.333 18.644 -14.954
O4 21.549 19.761 -14.087
H19 23.394 18.683 -15.303
H20 22.586 17.159 -15.836
H21 22.908 17.423 -14.123
H22 20.446 18.042 -14.758
H23 21.067 19.082 -15.917
H24 22.154 20.440 -14.395
C9 17.740 20.010 -13.152
C10 18.730 20.148 -12.029
O5 19.660 19.102 -11.985
H25 17.087 19.154 -12.980
H26 18.144 19.732 -14.125
H27 17.076 20.875 -13.182
H28 18.106 19.958 -11.156
H29 19.230 21.115 -11.983
H30 20.272 19.235 -12.713
C11 27.243 22.578 -10.602
C12 25.927 21.731 -10.516
C13 25.954 21.254 -9.039
C14 24.533 20.831 -8.494
C15 23.402 21.810 -8.874
C16 23.411 22.233 -10.396
N1 24.740 22.564 -10.810
O6 24.802 23.181 -12.052
C17 22.745 21.114 -11.263
C18 22.514 23.511 -10.503
C19 26.082 20.420 -11.357
H31 27.472 22.852 -11.632
H32 28.127 22.039 -10.262
H33 27.015 23.526 -10.117
H34 26.670 20.445 -8.895
H35 26.177 22.101 -8.390
H36 24.623 20.734 -7.412
H37 24.222 19.923 -9.011
H38 23.527 22.645 -8.185
H39 22.419 21.402 -8.643
H40 22.635 21.409 -12.307
H41 23.246 20.160 -11.428
H42 21.757 20.865 -10.876
H43 22.990 24.287 -9.904
H44 22.483 23.952 -11.500
H45 21.496 23.400 -10.128
H46 26.987 19.822 -11.247
H47 25.956 20.698 -12.404
H48 25.241 19.731 -11.278
H49 24.286 22.631 -12.646
C20 17.055 26.029 -9.398
C21 17.664 24.942 -8.517
C22 17.172 25.261 -7.082
C23 17.291 24.109 -6.034
C24 16.550 22.883 -6.633
C25 17.119 22.489 -8.036
N2 17.173 23.621 -8.978
O7 17.565 23.226 -10.211
C26 18.410 21.675 -7.878
C27 15.998 21.545 -8.597
C28 19.197 25.000 -8.507
H50 17.461 26.058 -10.409
H51 17.287 27.002 -8.964
H52 15.974 25.905 -9.470
H53 17.778 26.040 -6.621
H54 16.171 25.691 -7.110
H55 16.913 24.414 -5.058
H56 18.364 23.953 -5.930
H57 15.476 23.055 -6.704
H58 16.629 22.008 -5.988
H59 18.407 20.721 -7.351
H60 18.782 21.390 -8.862
H61 19.253 22.234 -7.472
H62 16.274 21.149 -9.574
H63 15.902 20.645 -7.989
H64 15.066 22.095 -8.727
H65 19.627 24.002 -8.584
H66 19.554 25.512 -7.613
H67 19.508 25.551 -9.395
H68 16.827 23.510 -10.755
C29 22.314 17.038 -10.803
C30 22.125 15.993 -9.676
C31 23.176 16.107 -8.558
C32 23.104 17.399 -7.729
C33 21.650 17.464 -7.140
C34 20.473 17.186 -8.143
N3 20.794 16.070 -9.030
O8 19.748 15.646 -9.799
C35 19.282 16.794 -7.216
C36 20.175 18.493 -8.867
C37 22.272 14.537 -10.219
H69 22.663 17.985 -10.391
H70 21.439 17.127 -11.446
H71 23.155 16.789 -11.449
H72 23.089 15.247 -7.894
H73 24.189 16.094 -8.961
H74 23.326 18.138 -8.498
H75 23.896 17.467 -6.984
H76 21.527 18.495 -6.806
H77 21.644 16.880 -6.220
H78 18.900 17.607 -6.598
H79 18.452 16.375 -7.785
H80 19.545 15.964 -6.561
H81 20.913 18.898 -9.560
H82 19.275 18.532 -9.481
H83 20.057 19.302 -8.147
H84 21.400 14.130 -10.732
H85 22.614 13.904 -9.400
H86 23.108 14.426 -10.909
H87 19.599 16.383 -10.397
C38 14.129 16.841 -18.165
C39 15.055 17.259 -17.005
C40 15.352 18.798 -17.088
C41 14.153 19.673 -16.682
C42 13.707 19.312 -15.284
C43 13.524 17.821 -15.045
N4 14.624 17.053 -15.672
O9 14.515 15.736 -15.350
C44 13.543 17.577 -13.471
C45 12.166 17.406 -15.595
C46 16.447 16.657 -17.283
H88 13.285 17.520 -18.292
H89 13.589 15.895 -18.121
H90 14.647 16.768 -19.121
H91 16.256 19.080 -16.549
H92 15.522 19.073 -18.129
H93 13.321 19.677 -17.386
H94 14.387 20.736 -16.745
H95 12.741 19.781 -15.095
H96 14.511 19.606 -14.610
H97 12.753 18.180 -13.023
H98 13.352 16.543 -13.186
H99 14.558 17.756 -13.115
H100 12.090 17.655 -16.653
H101 11.982 16.350 -15.399
H102 11.431 18.022 -15.075
H103 16.959 16.986 -18.188
H104 16.472 15.571 -17.381
H105 17.203 16.741 -16.502
H106 15.310 15.503 -14.866

Cartesian forces (eV/Å) of the 3 atoms listed first:
C 0.004 0.613 -0.159
C -0.778 0.759 1.670
O 0.834 0.116 -1.298

=====

2.
Formula: C23H57BF2GeN2O8P3SSi3Ti
Source: the Open Molecules 2025 dataset
Level of theory: ωB97M-V with the def2-TZVPD basis set

Results
Net charge: -2
Frontier orbital gap (spin up / spin down): 4.307 / 5.216 eV
Lowest unoccupied orbital energy (spin up / spin down): 4.02 / 4.01 eV
Spin multiplicity: 2

Cartesian coordinates (Å):
Ti1 -0.605 -0.488 0.191
N1 -0.132 4.569 1.993
C1 -0.873 3.807 3.019
C2 -1.260 4.701 4.172
P1 -2.400 3.151 2.213
O1 -3.184 2.444 3.435
O2 -3.147 4.316 1.694
O3 -2.070 1.935 1.335
P2 0.501 2.620 3.518
O4 -0.031 2.139 4.999
O5 1.643 3.582 3.654
O6 0.576 1.436 2.639
H1 -0.588 5.436 1.704
H2 -0.044 3.911 1.176
H3 0.825 4.651 2.428
H4 -1.929 5.491 3.830
H5 -0.369 5.119 4.639
H6 -1.792 4.103 4.907
H7 -2.889 1.532 3.467
H8 -0.225 1.205 4.907
O7 -2.276 -0.975 0.753
N2 -2.563 -2.297 0.938
C3 -3.665 -2.627 1.729
C4 -4.122 -3.913 1.787
C5 -3.546 -4.914 0.995
C6 -2.555 -4.524 0.069
C7 -2.112 -3.227 -0.012
S1 -1.047 -2.669 -1.225
H9 -4.101 -1.805 2.277
H10 -4.940 -4.141 2.458
H11 -3.893 -5.935 1.037
H12 -2.142 -5.230 -0.632
C8 -3.789 0.552 -3.282
P3 -3.315 -0.292 -1.681
C9 -4.500 0.612 -0.576
C10 -4.416 -1.794 -1.876
H13 -4.868 0.640 -3.416
H14 -3.365 -0.001 -4.121
H15 -3.344 1.545 -3.263
H16 -5.492 0.686 -1.027
H17 -4.109 1.603 -0.366
H18 -4.562 0.065 0.363
H19 -5.420 -1.516 -2.207
H20 -4.493 -2.296 -0.912
H21 -3.977 -2.494 -2.587
C11 0.525 2.539 -3.642
Si1 1.976 2.008 -2.489
C12 3.503 2.119 -3.683
C13 2.304 3.559 -1.382
Ge1 1.398 -0.080 -1.393
Si2 3.490 -0.393 -0.222
C14 5.185 -0.186 -1.153
C15 3.675 -2.203 0.431
C16 3.693 0.790 1.281
Si3 1.838 -1.575 -3.280
C17 0.267 -1.538 -4.400
C18 2.039 -3.400 -2.695
C19 3.289 -1.470 -4.576
H22 0.632 3.547 -4.036
H23 -0.404 2.485 -3.082
H24 0.441 1.855 -4.482
H25 3.533 3.063 -4.222
H26 3.478 1.320 -4.413
H27 4.432 2.023 -3.134
H28 2.741 4.393 -1.927
H29 2.967 3.304 -0.562
H30 1.373 3.899 -0.949
H31 5.183 -0.749 -2.080
H32 6.028 -0.530 -0.560
H33 5.365 0.852 -1.407
H34 4.120 -2.849 -0.320
H35 2.684 -2.590 0.651
H36 4.280 -2.282 1.333
H37 4.195 1.711 0.989
H38 4.258 0.353 2.105
H39 2.707 1.055 1.656
H40 -0.608 -1.590 -3.756
H41 0.208 -2.358 -5.112
H42 0.209 -0.605 -4.958
H43 1.364 -3.580 -1.865
H44 3.052 -3.593 -2.352
H45 1.805 -4.128 -3.468
H46 3.106 -0.701 -5.319
H47 3.426 -2.411 -5.103
H48 4.226 -1.230 -4.085
F1 -1.733 1.848 -1.004
B1 -1.086 1.533 0.261
F2 -0.048 2.563 0.279
C20 0.305 -3.330 2.584
C21 0.392 -1.787 2.678
C22 -0.827 -1.261 3.482
C23 1.692 -1.416 3.420
O8 0.407 -1.231 1.418
H49 0.249 -3.766 3.582
H50 1.184 -3.721 2.074
H51 -0.577 -3.627 2.017
H52 -0.641 -1.328 4.557
H53 -1.720 -1.837 3.246
H54 -0.986 -0.225 3.175
H55 1.716 -1.848 4.421
H56 1.760 -0.336 3.478
H57 2.544 -1.774 2.853

Cartesian forces (eV/Å) of the 3 atoms listed first:
Ti 1.723 -1.172 -3.376
N 0.501 0.176 -0.492
C -0.285 -0.895 0.024

=====

3.
Formula: C3H10NPS2
Source: the Open Molecules 2025 dataset
Level of theory: ωB97M-V with the def2-TZVPD basis set

Results
Net charge: 0
Frontier orbital gap (spin up / spin down): 5.600 / 5.599 eV
Lowest unoccupied orbital energy (spin up / spin down): -2.28 / -2.28 eV

Cartesian coordinates (Å):
C1 -2.138 -1.727 0.628
C2 3.009 1.749 -0.191
C3 -0.702 -1.617 0.137
N1 -1.020 0.838 -1.308
P1 -0.336 0.174 0.089
S1 -1.007 1.324 1.569
S2 3.025 -0.015 0.339
H1 -2.222 -1.085 1.559
H2 -2.879 -1.493 -0.024
H3 -2.274 -2.764 0.787
H4 3.705 1.932 -1.028
H5 3.259 2.223 0.692
H6 1.922 1.861 -0.342
H7 -0.506 -2.110 -0.823
H8 0.083 -1.877 0.898
H9 -0.426 0.860 -2.088
H10 -1.492 1.726 -0.893

Cartesian forces (eV/Å) of the 3 atoms listed first:
C 2.238 0.038 2.885
C -0.829 -1.976 -0.835
C 0.996 1.049 0.475

=====

4.
Formula: C14H20N3PtS
Source: the Open Molecules 2025 dataset
Level of theory: ωB97M-V with the def2-TZVPD basis set

Results
Net charge: +1
Frontier orbital gap: 7.324 eV
Lowest unoccupied orbital energy: -3.21 eV

Cartesian coordinates (Å):
Pt1 0.977 -0.595 0.065
C1 0.161 2.785 0.301
C2 -0.324 2.095 -0.935
C3 -1.161 2.852 -1.780
C4 -1.647 2.317 -2.929
C5 -1.297 0.998 -3.270
C6 -1.785 0.397 -4.452
C7 -1.435 -0.884 -4.761
C8 -0.586 -1.602 -3.904
C9 -0.097 -1.043 -2.749
S1 1.047 -1.906 -1.756
C10 -0.448 0.284 -2.396
N1 0.027 0.844 -1.209
H1 -0.210 3.805 0.331
H2 1.252 2.825 0.322
H3 -0.224 2.279 1.187
H4 -1.404 3.863 -1.488
H5 -2.298 2.885 -3.582
H6 -2.445 0.970 -5.091
H7 -1.806 -1.355 -5.661
H8 -0.301 -2.615 -4.157
N2 1.654 0.606 1.769
C11 1.689 0.076 3.155
C12 0.316 -0.346 3.671
C13 0.104 -1.851 3.562
C14 -0.190 -2.385 2.175
N3 0.965 -2.333 1.224
H9 2.622 0.761 1.495
H10 1.238 1.526 1.780
H11 2.160 0.818 3.801
H12 2.351 -0.792 3.147
H13 -0.470 0.192 3.130
H14 0.219 -0.051 4.715
H15 -0.730 -2.158 4.195
H16 0.985 -2.359 3.970
H17 -0.999 -1.824 1.707
H18 -0.514 -3.424 2.254
H19 0.782 -3.022 0.493
H20 1.826 -2.635 1.673

Cartesian forces (eV/Å) of the 3 atoms listed first:
Pt -0.525 0.500 0.264
C 0.005 -0.051 0.021
C 0.078 0.041 -0.013

=====

no.,E_tot (Eh)
1,-2712.11448
2,-7064.16430
3,-1312.69403
4,-1227.10256